A molecular structure, C22H47BGeN9O3Rb, computed with ωB97M-V/def2-TZVPD.

Positions of all 84 atoms, in Å:
Rb -1.1388 -0.6535 -0.0035
N 1.7401 -0.1500 -1.5883
C 2.8473 -0.8856 -0.9824
C 3.5132 -0.0628 0.1140
N 2.5843 0.2614 1.1708
C 3.1683 1.0104 2.2701
C 2.1497 1.3281 3.3566
N 1.4344 2.5815 3.0828
H 1.1591 -0.7724 -2.1418
H 2.0840 0.5567 -2.2269
H 3.6137 -1.1819 -1.7134
H 2.4469 -1.8021 -0.5454
H 3.9726 0.8407 -0.3368
H 4.3345 -0.6448 0.5473
H 1.7933 0.7496 0.7671
H 3.6365 1.9551 1.9387
H 3.9655 0.3905 2.6958
H 2.6772 1.4521 4.3073
H 1.4842 0.4612 3.4563
H 0.7631 2.7432 3.8260
H 0.8514 2.4992 2.2521
C 0.1157 -5.2804 1.0115
N -0.3169 -5.0190 -0.3524
C -1.4547 -5.8289 -0.7511
C 0.7105 -4.7437 -1.2440
O 1.8733 -4.7416 -0.8878
C 0.3304 -4.2848 -2.6420
O 0.2829 -2.8841 -2.6153
C -0.3832 -2.3704 -3.8890
C -0.5635 -0.9284 -3.8913
O -1.3323 -0.3512 -3.0501
N 0.3981 -0.1312 -4.6399
C 0.3045 1.2831 -4.3467
C 0.4028 -0.3575 -6.0677
H 0.6577 -6.2312 1.0941
H -0.7663 -5.3090 1.6510
H 0.7542 -4.4688 1.3519
H -1.2261 -6.9009 -0.6658
H -1.7606 -5.6224 -1.7702
H -2.3000 -5.6117 -0.0964
H -0.6440 -4.6718 -2.9600
H 1.0895 -4.6518 -3.3477
H -1.3493 -2.8978 -3.8896
H 0.2437 -2.7290 -4.7119
H 0.1264 1.4321 -3.2855
H -0.5363 1.7657 -4.8749
H 1.2296 1.7863 -4.6506
H 0.4942 -1.4193 -6.2927
H 1.2547 0.1578 -6.5267
H -0.5216 0.0118 -6.5501
B -3.4251 3.2368 0.8366
N -2.1268 3.1204 -0.0085
C -1.9313 3.7034 -1.2013
C -0.6072 3.5460 -1.5606
C -0.0641 2.8213 -0.4917
N -0.9811 2.5710 0.4393
N -3.8017 1.8772 1.4861
C -4.2778 1.7149 2.7313
C -4.6425 0.3926 2.8952
C -4.3277 -0.1856 1.6576
N -3.8285 0.7127 0.8135
H -4.2991 3.6052 0.0718
H -3.2770 4.0269 1.7530
H -2.7544 4.1743 -1.7123
H -0.1256 3.8631 -2.4700
H 0.9434 2.4502 -0.3695
H -4.3113 2.5510 3.4101
H -5.0311 -0.0846 3.7790
H -4.4234 -1.2175 1.3526
C 0.3178 -4.6580 4.8803
Ge -0.4577 -2.8747 4.4075
C 0.0969 -1.7289 5.9427
C -2.3920 -3.1536 4.7441
C -0.1307 -2.1309 2.6794
H 0.2170 -4.8341 5.9559
H 1.3750 -4.7181 4.6137
H -0.2094 -5.4560 4.3505
H -0.2055 -2.1882 6.8892
H -0.3740 -0.7468 5.8635
H 1.1794 -1.5828 5.9535
H -2.5662 -3.5010 5.7671
H -2.7987 -3.8948 4.0513
H -2.9359 -2.2195 4.5891
H 0.9635 -2.1521 2.5095

The relative energy (zero: lowest compared OMol25 entry of this formula, charge and spin) comes out at 134.9 kJ/mol. Its frontier orbital gap (alpha / beta) is 5.145 / 3.308 eV. As for the total charge: -2.

Results of the Mulliken charge analysis, in e, for atoms 1 through 2: number 1, Rb, carries 0.61; number 2, N, carries 0.18


A gas-phase ion, C22H47BrN2O8PS (charge +1) at a distorted geometry, computed with ωB97M-V/def2-TZVPD.

Positions of all 82 atoms, in Å:
C -4.8069 -5.3819 0.0437
C -5.0716 -4.7179 -1.4561
C -4.4393 -3.1875 -1.5537
C -4.5376 -2.6596 -3.1329
C -3.1150 -1.8199 -3.3911
C -1.9510 -2.9557 -3.6094
C -0.4117 -2.3926 -3.5360
C -0.1497 -1.2507 -2.3850
C 0.0305 -1.8987 -0.8630
C -1.0250 -1.2478 0.2086
C -0.3420 -0.5265 1.5119
C -0.9711 -1.1665 2.9066
N -0.6726 -2.6387 3.0974
C -1.9563 -3.2482 3.6604
C -0.8131 1.0424 1.5650
N 0.4652 1.8939 1.4058
C 0.0681 2.7056 0.1539
O 1.0200 3.7947 -0.1521
C 0.1542 4.9740 -0.4829
O 1.0185 5.9040 -1.2559
C 1.9553 6.6094 -0.3631
C 3.2161 7.1561 -1.2966
O 2.8165 7.0876 -2.7129
P 0.2200 3.1096 2.6820
O 0.3723 2.5435 4.1649
C 1.6982 1.0334 1.3576
Br 2.4206 0.7603 -0.5328
C 2.8410 1.0789 2.5157
C 4.4047 1.1007 1.9475
C 4.9916 -0.4105 1.6087
S 6.0060 -0.5017 0.0327
O 5.5710 -1.8343 -0.6907
O 5.8565 0.7443 -0.8750
O 7.6986 -0.6212 0.3966
O 1.1140 -0.3322 1.5816
H -5.5667 -4.9363 0.8305
H -4.9625 -6.5519 0.0186
H -3.7157 -5.1849 0.4368
H -6.2328 -4.5991 -1.5790
H -4.5882 -5.3770 -2.3248
H -4.9706 -2.4304 -0.8214
H -3.3180 -3.2755 -1.1848
H -5.4621 -1.9263 -3.2614
H -4.5420 -3.5423 -3.9106
H -3.2930 -1.2066 -4.3887
H -2.9764 -1.1496 -2.4403
H -2.1010 -3.3913 -4.7084
H -2.0743 -3.8966 -2.8869
H -0.1465 -1.9434 -4.5858
H 0.3200 -3.2971 -3.3509
H -0.9409 -0.3670 -2.4142
H 0.8928 -0.7353 -2.6461
H -0.2687 -3.0486 -0.9791
H 1.1515 -1.8946 -0.5278
H -1.7005 -2.1386 0.6264
H -1.7593 -0.5599 -0.4016
H -0.5724 -0.6110 3.8820
H -2.1366 -0.9217 2.8620
H -0.5219 -3.1443 2.1957
H -2.4916 -2.4750 4.3585
H -2.6205 -3.6442 2.7741
H -1.7116 -4.1970 4.3319
H -1.2874 1.1352 2.6551
H -1.7012 1.2389 0.8288
H -0.9441 3.2526 0.4742
H -0.2151 2.0317 -0.7595
H -0.2178 5.4508 0.5345
H -0.7279 4.6417 -1.1939
H 2.4001 5.9157 0.5000
H 1.4740 7.5745 0.1470
H 3.4556 8.2568 -0.9631
H 4.1960 6.5188 -1.1593
H 2.9850 6.1514 -3.0375
H -1.0913 3.7464 2.6266
H 1.2248 4.1611 2.4720
H 2.7750 1.9550 3.2840
H 2.7692 0.0757 3.1591
H 5.0533 1.4794 2.8759
H 4.5849 1.8858 1.0988
H 4.0376 -1.1258 1.6069
H 5.6605 -0.7485 2.5110
H 8.2020 0.1019 -0.1164

The relative energy (zero: lowest compared OMol25 entry of this formula, charge and spin) comes out at 940.3 kJ/mol. Its frontier orbital gap is 8.226 eV. As for the SMILES: CCCCCCCCCC[C@]1(CNC)C[N@@+](COCOCCO)([PH2]=O)[C@@](Br)(CCCS(=O)(=O)O)O1. As for the total charge: +1.

Results of the Mulliken charge analysis, in e, for atoms 1 through 2: number 1, C, carries -0.83; number 2, C, carries -0.52


A molecular structure, C22H48As4N2S4SbV, computed with ωB97M-V/def2-TZVPD.

Positions of all 82 atoms, in Å:
V -0.3581 -0.8421 -0.2289
C 1.6861 -3.2273 2.0564
As -0.0960 -2.8524 1.3752
C -0.5066 -4.5452 0.5229
C -1.1430 -2.9304 3.0354
C -2.6182 -2.4696 3.0321
C -3.1779 -2.9134 4.3946
C -2.7475 -0.9398 2.9749
As -2.2696 0.0827 1.3515
C -2.3005 1.8460 2.2061
C -3.9459 0.2064 0.3836
C -3.3583 -3.1437 1.8788
As -5.3369 -3.2095 1.5986
C -5.8162 -4.5700 2.9406
C -6.1144 -1.6681 2.5542
H 1.6999 -4.2109 2.5320
H 1.9667 -2.4654 2.7808
H 2.3842 -3.2158 1.2202
H -0.5584 -5.3320 1.2782
H 0.2842 -4.7563 -0.1979
H -1.4474 -4.4594 -0.0180
H -0.5833 -2.3433 3.7708
H -1.1038 -3.9767 3.3624
H -2.5699 -2.5078 5.2051
H -3.1672 -4.0012 4.4777
H -4.2016 -2.5752 4.5432
H -2.1430 -0.5040 3.7824
H -3.7805 -0.6477 3.1883
H -3.2015 1.9156 2.8219
H -2.3235 2.6131 1.4354
H -1.4212 2.0103 2.8288
H -4.6720 0.7551 0.9870
H -4.3137 -0.7912 0.1416
H -3.7478 0.7265 -0.5541
H -3.1073 -4.2125 1.8797
H -2.9639 -2.7628 0.9259
H -5.2632 -5.4846 2.7278
H -6.8787 -4.7867 2.8343
H -5.6168 -4.2591 3.9635
H -5.8868 -0.7413 2.0327
H -5.8218 -1.5856 3.5985
H -7.1948 -1.8124 2.5107
S 1.1565 -2.0785 -1.8140
As -0.4980 -1.1265 -2.8658
S -2.0503 -1.8897 -1.4136
S -0.3373 0.8741 -1.8896
S -0.8614 -1.2638 -4.8759
N 0.7209 0.0726 2.9333
C 1.7565 0.2792 2.0317
C 3.0123 0.6897 2.4953
C 4.0109 0.9247 1.5792
C 3.7393 0.7512 0.2265
C 2.4883 0.3173 -0.1422
N 1.5035 0.0541 0.7396
H 0.8721 0.5355 3.8187
H -0.1693 0.3393 2.5399
H 3.1690 0.8357 3.5551
H 4.9860 1.2541 1.9117
H 4.4812 0.9416 -0.5336
H 2.2284 0.1557 -1.1783
C 1.9573 5.1790 2.5970
C 0.8061 5.3535 1.6259
Sb 0.5085 3.5534 0.4638
C 2.0521 3.9466 -0.9949
C 2.1402 5.3755 -1.4913
C -1.1222 4.2098 -0.8039
C -1.7170 5.5677 -0.4783
H 2.1177 6.0695 3.2074
H 2.8917 4.9725 2.0708
H 1.7832 4.3398 3.2742
H 0.9797 6.2003 0.9634
H -0.1272 5.5564 2.1563
H 1.8164 3.2610 -1.8145
H 3.0048 3.6066 -0.5838
H 1.1797 5.7265 -1.8729
H 2.8636 5.4716 -2.3033
H 2.4484 6.0605 -0.6999
H -1.8880 3.4303 -0.7755
H -0.7292 4.1862 -1.8226
H -2.1348 5.5945 0.5312
H -2.5221 5.8244 -1.1697
H -0.9702 6.3604 -0.5350

As for the spin multiplicity: 3. The relative energy (zero: lowest compared OMol25 entry of this formula, charge and spin) comes out at 31.3 kJ/mol. Its frontier orbital gap (alpha / beta) is 6.914 / 7.550 eV. Its expectation value of S² is 2.0341. As for the total charge: 0.

Results of the Mulliken charge analysis, in e, for atoms 1 through 2: number 1, V, carries 0.46; number 2, C, carries -1.29


2 unconnected molecules or ions with the total composition C22H48BBrN5O6SSi at a distorted geometry, computed with ωB97M-V/def2-TZVPD.

Positions of all 85 atoms, in Å:
C -5.1555 -1.6780 0.3484
C -4.4024 -2.9960 0.3497
O -4.8789 -3.9192 -0.6194
C -2.9020 -2.8196 0.1012
O -2.2927 -1.8528 0.9428
C -1.8399 -0.6773 0.3923
N -0.4554 -0.9586 -0.0954
C 0.4723 0.0137 -0.2454
N 1.6452 -0.2576 -0.7855
B 2.8285 0.7024 -0.9630
O 2.9190 1.3702 -2.1319
N 3.8175 0.7876 0.0622
C 4.6457 -0.4371 0.0360
C 4.6561 1.9858 -0.0429
N 0.1775 1.3023 0.2359
C -0.7293 2.0284 -0.7168
C -0.1132 2.8154 -1.8684
O -0.1468 2.0444 -3.0655
Si -0.1383 2.8035 -4.5715
C -0.6566 1.4733 -5.7653
C 1.5606 3.4081 -5.0363
C -1.3550 4.2116 -4.6009
C -0.4983 1.1840 1.5817
C -0.6467 2.6223 2.1551
O -1.9470 3.1279 1.8538
O -2.2390 4.1942 2.7683
C 0.3434 0.3473 2.5665
C 1.8350 0.6937 2.6846
C 2.7247 -0.5397 2.7251
Br 2.1406 1.7068 4.3499
C -1.8957 0.5097 1.3982
S -2.7093 0.1456 2.9724
H -4.9541 -1.0936 1.2504
H -6.2281 -1.8861 0.3182
H -4.9075 -1.0812 -0.5406
H -4.5282 -3.4861 1.3232
H -5.0345 -3.4543 -1.4454
H -2.3997 -3.7734 0.2985
H -2.7532 -2.6218 -0.9713
H -2.4376 -0.4142 -0.4931
H -0.4595 -1.6163 -0.8659
H 1.7748 -1.2222 -1.0705
H 2.2383 1.1688 -2.7823
H 4.0258 -1.3358 -0.0462
H 5.2172 -0.5199 0.9624
H 5.3317 -0.4258 -0.8213
H 4.0313 2.8811 -0.0518
H 5.3045 2.0406 0.8374
H 5.2890 1.9764 -0.9381
H -1.4153 1.3141 -1.1961
H -1.3468 2.6881 -0.1100
H 0.9070 3.1295 -1.6361
H -0.7104 3.7289 -1.9849
H -1.7399 1.4967 -5.9136
H -0.4067 0.4851 -5.3594
H -0.1487 1.5844 -6.7255
H 1.4783 4.1578 -5.8277
H 2.1563 2.5722 -5.4234
H 2.1235 3.8478 -4.2104
H -1.6401 4.4400 -5.6332
H -2.2579 3.9607 -4.0315
H -0.9383 5.1144 -4.1388
H -0.4930 2.6327 3.2348
H 0.1109 3.2696 1.6953
H -1.8786 4.9668 2.3099
H 0.2319 -0.7269 2.3849
H -0.1203 0.5388 3.5383
H 2.1589 1.3972 1.9213
H 2.4588 -1.2403 1.9260
H 2.6573 -1.0379 3.6940
H 3.7700 -0.2544 2.5759
H -2.6180 1.2176 0.9863
H -1.9080 -0.8501 3.3499
C 0.8562 -5.9716 3.5479
C -0.0665 -4.7642 3.4464
C -0.1552 -4.2039 2.0214
C 1.1233 -3.7237 1.4997
N 2.0994 -3.3232 1.0410
H 1.8811 -5.7103 3.2811
H 0.8678 -6.3606 4.5647
H 0.5280 -6.7748 2.8862
H 0.2772 -3.9758 4.1187
H -1.0739 -5.0369 3.7632
H -0.8306 -3.3471 1.9683
H -0.5272 -4.9692 1.3362

Its frontier orbital gap is 9.140 eV. As for the total charge: +1.

Results of the Mulliken charge analysis, in e, for atoms 1 through 2: number 1, C, carries -1.22; number 2, C, carries 0.27


9 unconnected molecules or ions with the total composition C22H48BF4N5O3 at a distorted geometry, computed with ωB97M-V/def2-TZVPD.

Positions of all 83 atoms, in Å:
C 46.8086 -82.3911 70.4118
C 46.1239 -80.9921 70.1659
C 46.1227 -80.4090 68.8006
N 45.0892 -79.3061 68.5231
C 45.3449 -78.1471 69.4487
C 43.6872 -79.9246 68.6527
C 42.8126 -79.1202 67.7587
C 43.7086 -78.6896 66.6325
C 45.0667 -78.9893 67.0962
H 46.8265 -82.8302 71.4023
H 47.7833 -82.5180 69.9756
H 46.2085 -83.1489 69.9332
H 46.6580 -80.3077 70.9115
H 45.2699 -80.7651 70.6335
H 45.8730 -81.2444 68.1327
H 47.0779 -79.9079 68.5399
H 44.5602 -77.4456 69.0869
H 46.4762 -77.9179 69.3565
H 45.1496 -78.4344 70.4637
H 43.3258 -80.1649 69.5211
H 43.6627 -80.9047 68.0375
H 42.3699 -78.1385 68.4434
H 41.9496 -80.0131 67.4127
H 43.5188 -77.6239 66.7826
H 43.2732 -79.2873 65.5624
H 45.9342 -78.2227 67.0185
H 45.2472 -79.8721 66.3716
B 48.3664 -79.5629 65.7220
F 47.9556 -80.7581 66.2962
F 49.7217 -79.8996 65.3480
F 47.6775 -79.1538 64.6087
F 48.2998 -78.4836 66.5743
C 52.2591 -77.6594 67.2382
C 52.4996 -77.5151 68.7088
N 52.7760 -77.4074 69.8228
H 53.2728 -77.6593 66.7153
H 51.8889 -78.6550 66.9204
H 51.4229 -77.0531 66.7848
C 46.7171 -82.9347 64.8880
C 45.2788 -82.9190 65.4797
N 44.1583 -82.8623 65.9595
H 47.3147 -83.4513 65.5608
H 46.4559 -83.6819 63.9983
H 47.1082 -81.9148 64.5258
C 48.6327 -80.4087 61.3762
C 50.0034 -80.0040 60.5312
N 50.9773 -79.7126 59.9988
H 48.9679 -80.0762 62.2969
H 47.7898 -79.8216 61.1373
H 48.5351 -81.4853 61.2647
C 53.0470 -81.1948 64.5467
C 52.8613 -82.3456 63.4730
N 52.6945 -83.1882 62.7010
H 52.0586 -80.5372 64.4581
H 52.7894 -81.6641 65.4284
H 53.8986 -80.6680 64.5234
C 51.2395 -82.8604 67.6265
C 51.1539 -81.3312 68.0589
O 49.8478 -80.9120 68.2082
H 50.7326 -83.6447 68.2497
H 52.2283 -83.1510 67.7297
H 50.8289 -82.9962 66.7026
H 51.4764 -80.8000 67.3011
H 51.7514 -81.1375 68.9684
H 49.5862 -81.0392 67.3065
C 43.4001 -78.8334 62.2827
C 44.7209 -78.4957 62.7223
O 45.3704 -79.7034 63.0753
H 42.6977 -79.3248 63.0764
H 43.5574 -79.5969 61.5736
H 42.9874 -77.8252 61.7740
H 44.7542 -77.7021 63.3027
H 45.2951 -78.3369 61.7152
H 46.2889 -79.6933 63.2978
C 49.4766 -74.8058 63.8793
C 49.0468 -76.1288 64.4508
O 49.1177 -76.0987 65.8027
H 49.3388 -74.9554 62.8311
H 50.4191 -74.2484 63.9336
H 48.7979 -74.0196 64.3008
H 49.5968 -76.7618 63.9638
H 47.9314 -76.3269 64.2933
H 48.6394 -76.9305 66.1502

The relative energy (zero: lowest compared OMol25 entry of this formula, charge and spin) comes out at 55.2 kJ/mol. Its frontier orbital gap is 9.216 eV. As for the total charge: 0.

Results of the Mulliken charge analysis, in e, for atoms 1 through 2: number 1, C, carries -1.45; number 2, C, carries -0.90